Below is a molecular structure, C17H11NO5STi in a non-equilibrium geometry, with properties calculated with ωB97M-V/def2-TZVPD.

* DFT total energy: -2332.3618 Eh
* expectation value of S²: 2.02

The geometry in ORCA input format:
```
! RIJCOSX wB97M-V def2-TZVPD def2/J DEFGRID3
* xyz 2 3
O 1.64400 -2.68285 3.04708
C 2.01431 -2.22340 2.06187
Ti 2.55033 -1.35017 0.32665
O 5.44488 -2.77295 0.73044
C 4.41106 -2.27237 0.58784
C 3.27377 -0.60267 -1.37106
O 3.62453 -0.13394 -2.35710
C 3.27857 0.19919 1.33456
O 3.65268 1.12471 1.91035
C 2.00194 -3.02456 -0.65192
O 1.62037 -3.93795 -1.22161
N 0.75750 -0.67055 0.06692
S 0.34587 0.96828 0.35588
C -0.31064 1.23619 -1.29709
C -1.14060 0.37368 -1.92572
C -1.61699 0.65344 -3.21413
C -1.21804 1.81780 -3.85654
C -0.35743 2.67966 -3.21709
C 0.11476 2.40934 -1.94468
C -1.08717 0.54277 1.40082
C -0.83777 -0.04931 2.63370
C -1.89717 -0.40808 3.44534
C -3.20447 -0.18358 3.03330
C -3.43270 0.40078 1.81104
C -2.37215 0.76872 0.99332
H 0.00837 -1.24272 -0.05047
H -1.49860 -0.57684 -1.45562
H -2.31671 -0.05049 -3.72651
H -1.59054 2.04317 -4.87614
H -0.02792 3.61811 -3.72714
H 0.80733 3.10054 -1.43998
H 0.19606 -0.23801 2.97892
H -1.70274 -0.87428 4.44139
H -4.05077 -0.47530 3.69068
H -4.48429 0.58745 1.47343
H -2.59963 1.24620 0.00928
*
```